--- one ---
Entry from OMol25: an isolated molecule of C2H3N3 (ωB97M-V/def2-TZVPD).

Properties
- Kohn-Sham gap (spin up / spin down): 8.27 / 8.27 eV
- HOMO (spin up / spin down): -0.289 / -0.289 hartree

Last columns: bonded neighbours and bond lengths (Å).
Positions of all 8 atoms, in Å:
1 C 0.063 1.000 -0.004  N3 1.324, N4 1.314, H6 1.077
2 C -1.770 -0.609 -0.037  N3 1.177, H7 1.049
3 N -1.092 0.353 -0.002  C1 1.324, C2 1.177
4 N 1.245 0.426 -0.006  C1 1.314, N5 1.268
5 N 1.455 -0.824 -0.023  N4 1.268, H8 1.023
6 H 0.021 2.075 -0.011  C1 1.077
7 H -2.388 -1.446 0.094  C2 1.049
8 H 2.466 -0.976 -0.010  N5 1.023

Electronic structure analysis, Löwdin charges in units of e: -0.293, 0.195, 0.038, -0.123, -0.004, 0.091, 0.070, 0.026

--- two ---
Entry from OMol25: an isolated molecule of C2H3N3 (ωB97M-V/def2-TZVPD).

Properties
- Kohn-Sham gap: 8.82 eV
- HOMO: -0.309 hartree

Last columns: bonded neighbours and bond lengths (Å).
Positions of all 8 atoms, in Å:
1 N 0.187 0.716 -0.110  C2 1.312, C5 1.428, H6 1.019
2 C 1.437 0.320 -0.154  N1 1.312, H7 1.105
3 N -0.117 -2.467 0.343  N4 1.140
4 N -0.576 -1.429 0.236  N3 1.140, C5 1.288
5 C -0.898 -0.190 0.094  N1 1.428, N4 1.288, H8 1.078
6 H -0.137 1.677 -0.209  N1 1.019
7 H 2.029 1.238 -0.320  C2 1.105
8 H -1.925 0.135 0.120  C5 1.078

Electronic structure analysis, Löwdin charges in units of e: -0.134, -0.014, 0.234, -0.127, -0.191, 0.128, -0.004, 0.108

one ends up most stable, edging out the next structure by 0.092 eV.

--- one ---
Entry from OMol25: a cluster of 6 separate species, H14NO5 in total (ωB97M-V/def2-TZVPD).

Properties
- Net charge: +1
- Kohn-Sham gap: 11.92 eV
- HOMO: -0.538 hartree

Last columns: bonded neighbours and bond lengths (Å).
Positions of all 20 atoms, in Å:
1 N -0.861 1.048 0.259  H2 1.026, H3 1.067, H4 1.027, H5 1.037
2 H -1.245 1.843 0.782  N1 1.026
3 H -1.488 0.198 0.414  N1 1.067
4 H -0.943 0.981 -0.763  N1 1.027
5 H 0.154 0.867 0.371  N1 1.037
6 H 4.197 -0.444 -1.867  O8 0.965
7 H 4.781 -1.247 -0.749  O8 0.970
8 O 4.105 -0.571 -0.915  H6 0.965, H7 0.970
9 H -0.924 -3.507 -2.144  O11 0.968
10 H -2.129 -4.061 -2.736  O11 0.968
11 O -1.852 -3.260 -2.268  H9 0.968, H10 0.968
12 H -3.073 -1.435 0.522  O14 0.965
13 H -2.049 -1.978 -0.462  O14 0.968
14 O -2.228 -1.218 0.111  H12 0.965, H13 0.968
15 H 1.909 2.350 0.294  O17 0.961
16 H 2.546 0.835 0.383  O17 0.970
17 O 1.760 1.404 0.366  H15 0.961, H16 0.970
18 H -1.638 2.737 3.084  O20 0.964
19 H -0.090 2.792 2.890  O20 0.970
20 O -0.934 2.667 2.429  H18 0.964, H19 0.970

Electronic structure analysis, Löwdin charges in units of e: 0.226, 0.093, 0.082, 0.145, 0.073, 0.045, 0.052, -0.059, 0.050, 0.058, -0.054, 0.085, 0.044, -0.033, 0.076, 0.058, -0.040, 0.069, 0.074, -0.046

--- two ---
Entry from OMol25: a cluster of 6 separate species, H14NO5 in total (ωB97M-V/def2-TZVPD).

Properties
- Net charge: +1
- Kohn-Sham gap: 10.92 eV
- HOMO: -0.518 hartree

Last columns: bonded neighbours and bond lengths (Å).
Positions of all 20 atoms, in Å:
1 N -0.977 0.369 1.233  H2 1.043, H3 1.029, H4 1.013, H5 1.026
2 H -1.932 0.368 0.812  N1 1.043
3 H -0.793 1.140 1.888  N1 1.029
4 H -0.801 -0.523 1.679  N1 1.013
5 H -0.388 0.562 0.414  N1 1.026
6 H 0.827 0.202 -4.125  O8 0.962
7 H 1.912 0.392 -3.039  O8 0.962
8 O 0.962 0.383 -3.190  H6 0.962, H7 0.962
9 H 3.420 -1.274 2.158  O11 0.961
10 H 4.359 -1.069 0.977  O11 0.962
11 O 3.752 -0.600 1.557  H9 0.961, H10 0.962
12 H 2.489 1.139 0.942  O14 0.966
13 H 1.581 2.400 0.761  O14 0.962
14 O 1.823 1.551 0.377  H12 0.966, H13 0.962
15 H -1.329 -1.293 -1.810  O17 0.959
16 H -1.299 -2.706 -1.093  O17 0.957
17 O -1.289 -1.756 -0.971  H15 0.959, H16 0.957
18 H -4.230 0.588 1.144  O20 0.970
19 H -4.399 -0.047 -0.168  O20 0.969
20 O -3.689 0.175 0.453  H18 0.970, H19 0.969

Electronic structure analysis, Löwdin charges in units of e: 0.298, 0.082, 0.153, 0.145, 0.118, 0.037, 0.037, -0.064, 0.044, 0.052, -0.043, 0.012, 0.043, -0.053, 0.039, 0.047, -0.048, 0.072, 0.080, -0.052

--- three ---
Entry from OMol25: a cluster of 6 separate species, H14NO5 in total (ωB97M-V/def2-TZVPD).

Properties
- Net charge: +1
- Kohn-Sham gap: 11.37 eV
- HOMO: -0.528 hartree

Last columns: bonded neighbours and bond lengths (Å).
Positions of all 20 atoms, in Å:
1 N -1.196 -0.805 -0.062  H2 0.969, H3 0.972, H4 0.981, H5 1.092
2 H -0.435 -0.640 0.515  N1 0.969
3 H -1.744 -1.257 0.602  N1 0.972
4 H -1.627 0.019 -0.375  N1 0.981
5 H -0.782 -1.200 -0.993  N1 1.092
6 H 4.237 1.258 -0.584  O8 1.042
7 H 4.706 0.286 -1.791  O8 1.038
8 O 3.850 0.707 -1.379  H6 1.042, H7 1.038
9 H 1.142 0.278 2.336  O11 0.955
10 H 1.215 1.572 1.561  O11 0.985
11 O 0.961 0.625 1.465  H9 0.955, H10 0.985
12 H -2.553 -1.140 3.268  O14 0.948
13 H -3.131 -1.076 1.803  O14 1.003
14 O -2.471 -1.530 2.408  H12 0.948, H13 1.003
15 H 2.401 -1.476 -1.519  O17 1.026
16 H 1.523 -0.161 -1.626  O17 0.971
17 O 1.440 -1.117 -1.479  H15 1.026, H16 0.971
18 H -2.030 2.515 -1.344  O20 0.984
19 H -3.192 1.558 -1.608  O20 0.968
20 O -2.316 1.585 -1.196  H18 0.984, H19 0.968

Electronic structure analysis, Löwdin charges in units of e: 0.323, 0.056, 0.059, 0.053, 0.194, 0.098, 0.099, -0.150, 0.047, 0.078, -0.052, 0.048, 0.085, -0.049, 0.098, 0.025, -0.109, 0.085, 0.067, -0.057

--- four ---
Entry from OMol25: a cluster of 6 separate species, H14NO5 in total (ωB97M-V/def2-TZVPD).

Properties
- Net charge: +1
- Kohn-Sham gap: 11.57 eV
- HOMO: -0.530 hartree

Last columns: bonded neighbours and bond lengths (Å).
Positions of all 20 atoms, in Å:
1 N -0.518 -0.584 0.248  H2 1.058, H3 0.992, H4 1.085, H5 1.102
2 H -0.717 -1.432 -0.353  N1 1.058
3 H -1.246 0.079 0.126  N1 0.992
4 H -0.313 -1.008 1.225  N1 1.085
5 H 0.394 -0.144 -0.187  N1 1.102
6 H 4.925 0.922 -2.389  O8 0.953
7 H 4.953 1.335 -0.932  O8 0.974
8 O 4.356 1.011 -1.629  H6 0.953, H7 0.974
9 H -1.560 -3.442 -1.109  O11 0.955
10 H -0.217 -4.027 -0.319  O11 0.983
11 O -0.720 -3.268 -0.691  H9 0.955, H10 0.983
12 H -3.067 1.659 -0.719  O14 0.899
13 H -1.958 2.118 -1.767  O14 0.990
14 O -2.225 1.540 -1.009  H12 0.899, H13 0.990
15 H 1.281 2.154 -1.024  O17 1.010
16 H 2.226 1.009 -0.675  O17 0.979
17 O 1.316 1.308 -0.475  H15 1.010, H16 0.979
18 H -2.817 -0.187 4.330  O20 1.017
19 H -2.148 0.877 3.465  O20 0.925
20 O -1.944 0.079 3.884  H18 1.017, H19 0.925

Electronic structure analysis, Löwdin charges in units of e: 0.242, 0.094, 0.058, 0.187, 0.124, 0.039, 0.060, -0.052, 0.058, 0.092, -0.053, -0.007, 0.094, -0.015, 0.113, 0.040, -0.080, 0.093, -0.016, -0.071

one ends up most stable, edging out the next structure by 0.274 eV.

--- one ---
Entry from OMol25: a cluster of 5 separate species, C12H36ClO20P4 in total (ωB97M-V/def2-TZVPD).

Properties
- Net charge: -1
- Kohn-Sham gap: 7.12 eV
- HOMO: -0.194 hartree

Last columns: bonded neighbours and bond lengths (Å).
Positions of all 73 atoms, in Å:
1 Cl 0.701 -1.685 -0.534  O2 1.432, O3 1.440, O4 1.442, O5 1.452
2 O -0.345 -1.671 0.445  Cl1 1.432
3 O 1.935 -1.208 0.036  Cl1 1.440
4 O 0.947 -3.060 -0.893  Cl1 1.442
5 O 0.239 -0.983 -1.717  Cl1 1.452
6 C 0.517 4.839 3.511  O7 1.412, H14 1.090, H15 1.090, H16 1.090
7 O 0.599 4.605 4.902  C6 1.412, P8 1.660
8 P 2.058 4.543 5.691  O7 1.660, O9 1.485, O10 1.639, O12 1.621
9 O 3.148 3.700 5.138  P8 1.485
10 O 2.468 6.127 5.793  P8 1.639, C11 1.491
11 C 3.364 6.573 6.898  O10 1.491, H17 1.090, H18 1.090, H19 1.090
12 O 1.637 4.135 7.202  P8 1.621, C13 1.434
13 C 0.695 4.905 7.960  O12 1.434, H20 1.090, H21 1.090, H22 1.090
14 H 0.163 5.865 3.413  C6 1.090
15 H -0.127 4.124 3.000  C6 1.090
16 H 1.530 4.738 3.121  C6 1.090
17 H 3.968 5.727 7.226  C11 1.090
18 H 2.714 6.930 7.697  C11 1.090
19 H 3.930 7.428 6.527  C11 1.090
20 H 0.386 5.819 7.453  C13 1.090
21 H 1.227 5.153 8.878  C13 1.090
22 H -0.168 4.334 8.301  C13 1.090
23 C 0.872 2.746 -12.497  O24 1.442, H31 1.090, H32 1.090, H33 1.090
24 O -0.290 2.540 -11.668  C23 1.442, P25 1.625
25 P -1.297 3.766 -11.320  O24 1.625, O26 1.513, O27 1.640, O29 1.588
26 O -0.623 4.947 -10.658  P25 1.513
27 O -2.523 3.184 -10.399  P25 1.640, C28 1.415
28 C -2.256 2.465 -9.210  O27 1.415, H34 1.090, H35 1.090, H36 1.090
29 O -1.944 4.037 -12.744  P25 1.588, C30 1.460
30 C -2.719 3.002 -13.422  O29 1.460, H37 1.090, H38 1.090, H39 1.090
31 H 0.652 2.162 -13.391  C23 1.090
32 H 1.756 2.319 -12.025  C23 1.090
33 H 1.230 3.744 -12.747  C23 1.090
34 H -1.177 2.400 -9.065  C28 1.090
35 H -2.546 1.415 -9.172  C28 1.090
36 H -2.693 3.028 -8.385  C28 1.090
37 H -2.252 2.018 -13.385  C30 1.090
38 H -2.935 3.218 -14.469  C30 1.090
39 H -3.713 2.930 -12.981  C30 1.090
40 C -6.765 -0.391 5.759  O41 1.446, H48 1.090, H49 1.090, H50 1.090
41 O -7.846 -0.248 6.709  C40 1.446, P42 1.619
42 P -8.706 -1.560 7.110  O41 1.619, O43 1.483, O44 1.669, O46 1.597
43 O -8.062 -2.640 7.896  P42 1.483
44 O -9.973 -0.900 7.973  P42 1.669, C45 1.400
45 C -11.034 -1.736 8.341  O44 1.400, H51 1.090, H52 1.090, H53 1.090
46 O -9.353 -1.983 5.712  P42 1.597, C47 1.378
47 C -9.477 -3.276 5.252  O46 1.378, H54 1.090, H55 1.090, H56 1.090
48 H -6.806 0.193 4.840  C40 1.090
49 H -6.550 -1.414 5.449  C40 1.090
50 H -5.907 -0.097 6.364  C40 1.090
51 H -11.914 -1.264 7.904  C45 1.090
52 H -11.248 -1.639 9.405  C45 1.090
53 H -11.079 -2.789 8.064  C45 1.090
54 H -10.342 -3.235 4.591  C47 1.090
55 H -9.566 -4.114 5.944  C47 1.090
56 H -8.636 -3.487 4.591  C47 1.090
57 C 8.162 -4.267 -2.821  O58 1.422, H65 1.090, H66 1.090, H67 1.090
58 O 9.082 -4.562 -1.777  C57 1.422, P59 1.604
59 P 8.572 -5.088 -0.351  O58 1.604, O60 1.526, O61 1.631, O63 1.606
60 O 8.022 -3.974 0.535  P59 1.526
61 O 7.508 -6.277 -0.689  P59 1.631, C62 1.432
62 C 6.887 -7.026 0.361  O61 1.432, H68 1.090, H69 1.090, H70 1.090
63 O 9.841 -5.885 0.230  P59 1.606, C64 1.396
64 C 10.466 -6.942 -0.434  O63 1.396, H71 1.090, H72 1.090, H73 1.090
65 H 8.488 -3.528 -3.552  C57 1.090
66 H 7.122 -4.105 -2.537  C57 1.090
67 H 8.187 -5.144 -3.469  C57 1.090
68 H 6.929 -8.113 0.291  C62 1.090
69 H 5.820 -6.805 0.341  C62 1.090
70 H 7.306 -6.752 1.330  C62 1.090
71 H 10.583 -7.788 0.243  C64 1.090
72 H 11.394 -6.680 -0.943  C64 1.090
73 H 9.770 -7.342 -1.171  C64 1.090

Electronic structure analysis, Löwdin charges in units of e: 0.599, -0.398, -0.387, -0.414, -0.400, -0.108, -0.245, 0.475, -0.236, -0.264, -0.055, -0.227, -0.109, 0.087, 0.095, 0.084, 0.089, 0.071, 0.085, 0.087, 0.083, 0.088, -0.094, -0.247, 0.452, -0.262, -0.225, -0.111, -0.215, -0.078, 0.085, 0.085, 0.092, 0.082, 0.089, 0.095, 0.085, 0.084, 0.084, -0.086, -0.218, 0.473, -0.242, -0.225, -0.151, -0.215, -0.137, 0.092, 0.085, 0.093, 0.084, 0.086, 0.088, 0.091, 0.093, 0.090, -0.106, -0.213, 0.467, -0.258, -0.244, -0.097, -0.217, -0.126, 0.087, 0.100, 0.081, 0.082, 0.094, 0.087, 0.091, 0.092, 0.080

--- two ---
Entry from OMol25: a cluster of 5 separate species, C12H36ClO20P4 in total (ωB97M-V/def2-TZVPD).

Properties
- Net charge: -1
- Kohn-Sham gap: 8.75 eV
- HOMO: -0.235 hartree

Last columns: bonded neighbours and bond lengths (Å).
Positions of all 73 atoms, in Å:
1 Cl 1.845 -0.373 -1.102  O2 1.435, O3 1.449, O4 1.451, O5 1.439
2 O 1.913 -1.326 -0.030  Cl1 1.435
3 O 0.518 0.202 -1.193  Cl1 1.449
4 O 2.782 0.700 -0.827  Cl1 1.451
5 O 2.157 -1.001 -2.359  Cl1 1.439
6 C -1.698 -2.824 0.265  O7 1.420, H14 1.087, H15 1.096, H16 1.088
7 O -2.048 -2.297 1.536  C6 1.420, P8 1.596
8 P -0.947 -1.877 2.613  O7 1.596, O9 1.470, O10 1.595, O12 1.609
9 O 0.078 -2.910 2.822  P8 1.470
10 O -0.343 -0.497 2.089  P8 1.595, C11 1.410
11 C -1.206 0.585 1.822  O10 1.410, H17 1.087, H18 1.094, H19 1.097
12 O -1.799 -1.434 3.903  P8 1.609, C13 1.409
13 C -1.231 -1.469 5.192  O12 1.409, H20 1.090, H21 1.094, H22 1.094
14 H -1.895 -3.892 0.200  C6 1.087
15 H -0.637 -2.666 0.046  C6 1.096
16 H -2.175 -2.283 -0.550  C6 1.088
17 H -1.070 1.429 2.494  C11 1.087
18 H -2.262 0.355 1.654  C11 1.094
19 H -0.910 0.978 0.841  C11 1.097
20 H -1.858 -2.040 5.876  C13 1.090
21 H -1.107 -0.453 5.577  C13 1.094
22 H -0.227 -1.903 5.196  C13 1.094
23 C 0.796 3.273 -1.132  O24 1.442, H31 1.088, H32 1.090, H33 1.092
24 O -0.312 3.478 -0.231  C23 1.442, P25 1.591
25 P -0.165 4.239 1.158  O24 1.591, O26 1.458, O27 1.606, O29 1.599
26 O 0.458 3.492 2.244  P25 1.458
27 O 0.584 5.612 0.788  P25 1.606, C28 1.418
28 C 0.161 6.432 -0.288  O27 1.418, H34 1.086, H35 1.094, H36 1.093
29 O -1.643 4.759 1.476  P25 1.599, C30 1.428
30 C -2.568 3.863 2.094  O29 1.428, H37 1.086, H38 1.095, H39 1.090
31 H 0.901 4.086 -1.846  C23 1.088
32 H 0.593 2.317 -1.615  C23 1.090
33 H 1.702 3.098 -0.548  C23 1.092
34 H -0.015 7.429 0.105  C28 1.086
35 H -0.728 6.064 -0.808  C28 1.094
36 H 0.920 6.428 -1.074  C28 1.093
37 H -3.533 4.346 2.211  C30 1.086
38 H -2.209 3.629 3.102  C30 1.095
39 H -2.636 2.927 1.539  C30 1.090
40 C 4.971 -2.629 -1.901  O41 1.420, H48 1.092, H49 1.091, H50 1.092
41 O 4.167 -3.173 -0.864  C40 1.420, P42 1.591
42 P 4.693 -3.355 0.626  O41 1.591, O43 1.459, O44 1.624, O46 1.598
43 O 3.652 -3.516 1.635  P42 1.459
44 O 5.713 -2.118 0.885  P42 1.624, C45 1.423
45 C 5.122 -0.884 1.280  O44 1.423, H51 1.092, H52 1.091, H53 1.091
46 O 5.678 -4.611 0.560  P42 1.598, C47 1.429
47 C 6.976 -4.590 -0.038  O46 1.429, H54 1.087, H55 1.091, H56 1.089
48 H 5.098 -3.322 -2.734  C40 1.092
49 H 5.960 -2.316 -1.565  C40 1.091
50 H 4.458 -1.743 -2.281  C40 1.092
51 H 4.934 -0.236 0.422  C45 1.092
52 H 5.767 -0.335 1.967  C45 1.091
53 H 4.166 -1.044 1.781  C45 1.091
54 H 7.355 -3.582 -0.179  C47 1.087
55 H 6.939 -5.118 -0.993  C47 1.091
56 H 7.612 -5.156 0.642  C47 1.089
57 C -4.880 -1.999 -1.119  O58 1.425, H65 1.096, H66 1.087, H67 1.088
58 O -3.842 -1.738 -2.060  C57 1.425, P59 1.611
59 P -3.957 -0.484 -3.065  O58 1.611, O60 1.470, O61 1.581, O63 1.598
60 O -3.112 -0.585 -4.264  P59 1.470
61 O -5.506 -0.380 -3.360  P59 1.581, C62 1.419
62 C -6.100 0.642 -4.144  O61 1.419, H68 1.091, H69 1.086, H70 1.090
63 O -3.687 0.775 -2.120  P59 1.598, C64 1.434
64 C -2.327 1.051 -1.760  O63 1.434, H71 1.088, H72 1.091, H73 1.091
65 H -4.541 -1.697 -0.122  C57 1.096
66 H -5.108 -3.059 -1.051  C57 1.087
67 H -5.764 -1.391 -1.305  C57 1.088
68 H -5.338 1.349 -4.474  C62 1.091
69 H -6.897 1.144 -3.603  C62 1.086
70 H -6.508 0.192 -5.050  C62 1.090
71 H -2.141 0.678 -0.755  C64 1.088
72 H -2.146 2.127 -1.782  C64 1.091
73 H -1.594 0.627 -2.449  C64 1.091

Electronic structure analysis, Löwdin charges in units of e: 0.654, -0.338, -0.388, -0.374, -0.354, -0.080, -0.224, 0.402, -0.217, -0.180, -0.133, -0.219, -0.121, 0.093, 0.091, 0.066, 0.067, 0.087, 0.060, 0.083, 0.086, 0.085, -0.067, -0.238, 0.371, -0.209, -0.210, -0.120, -0.217, -0.094, 0.081, 0.061, 0.092, 0.087, 0.088, 0.084, 0.085, 0.089, 0.075, -0.106, -0.200, 0.388, -0.206, -0.246, -0.102, -0.212, -0.107, 0.088, 0.075, 0.074, 0.076, 0.082, 0.085, 0.074, 0.085, 0.084, -0.102, -0.219, 0.381, -0.223, -0.234, -0.090, -0.213, -0.087, 0.085, 0.092, 0.078, 0.089, 0.087, 0.088, 0.064, 0.086, 0.083

two ends up most stable, edging out the next structure by 2.885 eV.